1.
C24H35Br54N2O2 | ωB97M-V with the def2-TZVPD basis set

Summary:
HOMO ... -11.13 eV
F_max ... 0.027 Eh/bohr
DFT total energy ... -140191.727405 Ha
HOMO-LUMO gap ... 8.6 eV
Net charge ... +1
LUMO energy ... -2.5 eV

Each line ends with the Löwdin charge.
Geometry (Å):
C -1.57 -1.31 8.10  -0.08
C -1.71 -2.24 6.88  -0.28
C -2.66 -1.62 5.85  -0.21
O -2.09 -0.54 5.07  -0.06
N -1.13 -1.03 4.20  0.05
C -0.51 0.13 3.49  -0.02
C 0.00 -0.31 2.12  -0.37
O 0.37 -1.68 2.16  -0.04
C 1.13 0.55 1.56  -0.24
N 0.90 2.00 1.64  0.04
H -1.10 -0.37 7.80  0.08
H -2.54 -1.11 8.57  0.08
H -0.97 -1.83 8.86  0.08
H -0.70 -2.43 6.49  0.04
H -2.16 -3.20 7.15  0.10
H -3.48 -1.15 6.41  0.12
H -3.16 -2.36 5.21  0.06
H -1.50 -1.72 3.53  0.17
H -0.36 -1.50 4.70  0.16
H 0.23 0.61 4.13  0.15
H -1.32 0.85 3.32  0.15
H -0.85 -0.21 1.42  0.14
H 0.78 -1.88 1.31  0.09
H 1.21 0.31 0.49  0.07
H 2.08 0.21 2.02  0.12
H 1.81 2.41 1.47  0.00
H 0.64 2.30 2.57  0.06
C 3.85 4.82 0.19  -1.59
Br 5.17 5.90 -0.72  0.50
Br 2.09 5.04 -0.59  0.59
Br 4.36 2.96 0.27  0.54
H 3.79 5.18 1.21  -0.03
C -6.20 -3.65 5.10  -1.63
Br -4.89 -4.88 4.38  0.55
Br -6.08 -3.54 7.02  0.58
Br -6.07 -1.91 4.28  0.58
H -7.19 -4.05 4.86  -0.18
C 4.50 -0.61 -2.27  -1.57
Br 6.04 0.49 -2.61  0.58
Br 4.22 -0.90 -0.38  0.52
Br 2.91 0.10 -3.09  0.56
H 4.69 -1.58 -2.71  -0.03
C 6.14 3.35 -5.58  -1.62
Br 7.39 1.99 -6.12  0.56
Br 6.38 3.86 -3.74  0.52
Br 6.20 4.89 -6.75  0.58
H 5.15 2.93 -5.67  -0.03
C 0.96 -3.33 -4.30  -1.64
Br -0.88 -3.89 -4.53  0.57
Br 2.07 -4.77 -3.64  0.58
Br 1.67 -2.55 -5.91  0.56
H 0.96 -2.56 -3.55  -0.15
C -2.57 -5.15 -7.84  -1.66
Br -1.28 -4.13 -8.85  0.56
Br -4.36 -4.90 -8.50  0.57
Br -2.10 -7.02 -7.76  0.57
H -2.55 -4.78 -6.83  -0.09
C -1.30 -1.94 -0.91  -1.58
Br -0.01 -0.90 -1.91  0.57
Br -3.09 -1.72 -1.59  0.61
Br -0.78 -3.80 -0.82  0.60
H -1.29 -1.56 0.10  -0.08
C 5.89 -4.49 1.60  -1.62
Br 4.97 -6.07 2.20  0.57
Br 5.69 -4.23 -0.30  0.56
Br 5.34 -2.93 2.60  0.54
H 6.94 -4.64 1.79  -0.03
C 8.48 5.81 1.87  -1.60
Br 9.60 6.11 0.32  0.58
Br 7.19 7.23 2.10  0.53
Br 7.64 4.07 1.81  0.55
H 9.13 5.82 2.73  -0.03
C -0.82 -6.39 4.70  -1.58
Br -1.99 -7.12 6.04  0.57
Br -1.22 -7.07 2.94  0.60
Br -0.90 -4.46 4.75  0.65
H 0.19 -6.68 4.93  -0.02
C -10.40 -2.77 4.49  -1.58
Br -10.28 -2.21 6.33  0.59
Br -9.93 -1.36 3.26  0.54
Br -9.36 -4.38 4.17  0.66
H -11.43 -3.03 4.29  -0.03
C -2.08 1.53 -4.95  -1.60
Br -0.87 0.13 -5.49  0.54
Br -1.76 2.11 -3.13  0.54
Br -2.05 3.01 -6.19  0.56
H -3.08 1.11 -4.98  -0.03
C 7.25 9.36 6.02  -1.63
Br 8.57 10.41 5.08  0.57
Br 5.50 9.55 5.22  0.55
Br 7.77 7.50 6.14  0.55
H 7.19 9.74 7.02  -0.03
C 6.16 9.20 -3.26  -1.61
Br 4.38 8.57 -3.65  0.56
Br 7.27 7.79 -2.54  0.52
Br 6.98 10.02 -4.80  0.58
H 6.08 9.96 -2.50  -0.03
C -11.90 -1.51 -0.74  -1.62
Br -10.72 -2.78 -1.59  0.57
Br -12.59 -2.18 0.93  0.54
Br -11.04 0.21 -0.50  0.56
H -12.74 -1.35 -1.39  -0.03
C -5.32 -9.85 7.02  -1.62
Br -3.95 -10.99 6.30  0.57
Br -5.22 -9.75 8.95  0.58
Br -5.28 -8.09 6.22  0.50
H -6.28 -10.29 6.77  -0.03
C -1.20 3.40 -10.52  -1.62
Br -2.08 1.82 -9.84  0.56
Br -1.49 3.60 -12.42  0.59
Br -1.70 4.99 -9.54  0.55
H -0.14 3.25 -10.37  -0.03
C 1.95 5.56 -13.33  -1.65
Br 3.16 4.15 -13.85  0.56
Br 2.28 6.14 -11.52  0.55
Br 1.99 7.04 -14.57  0.57
H 0.95 5.15 -13.35  -0.09

2.
C24H35BrN3O2RuSSi | ωB97M-V with the def2-TZVPD basis set

Summary:
HOMO (spin up / spin down) ... -10.32 / -11.34 eV
F_max ... 0.034 Eh/bohr
DFT total energy ... -4606.677892 Ha
Spin multiplicity ... 5
HOMO-LUMO gap (spin up / spin down) ... 7.2 / 6.7 eV
Net charge ... +1
LUMO energy (spin up / spin down) ... -3.1 / -4.6 eV

Each line ends with the natural charge from an NBO analysis.
Geometry (Å):
Ru 2.63 -0.29 0.76  0.84
O 5.84 -1.13 3.15  -0.49
C 4.76 -0.93 2.65  0.64
N 4.48 -0.26 1.47  -0.67
C 5.50 0.28 0.69  0.64
O 6.68 0.26 0.91  -0.49
C 4.92 0.97 -0.51  0.13
C 5.75 1.67 -1.37  -0.19
C 5.19 2.35 -2.44  -0.13
C 3.81 2.26 -2.62  -0.22
C 3.05 1.52 -1.74  0.06
N 3.59 0.89 -0.69  -0.43
C 3.49 -1.38 3.31  0.13
C 3.52 -1.98 4.55  -0.19
C 2.33 -2.35 5.15  -0.12
C 1.15 -2.11 4.47  -0.23
C 1.19 -1.52 3.22  0.07
N 2.34 -1.14 2.65  -0.44
H 6.81 1.68 -1.16  0.27
H 5.81 2.91 -3.12  0.24
H 3.33 2.77 -3.45  0.24
H 1.99 1.41 -1.88  0.22
H 4.49 -2.13 5.01  0.27
H 2.33 -2.83 6.12  0.24
H 0.20 -2.39 4.90  0.24
H 0.28 -1.34 2.66  0.22
S 2.59 -2.24 -0.48  -0.18
C -2.49 2.97 -0.30  -0.61
C -2.27 1.92 -1.41  -0.64
C -1.03 2.38 -2.20  -0.62
C -3.49 1.89 -2.34  -0.62
Si -2.06 0.16 -0.65  2.20
Br 0.37 0.61 0.46  -0.34
C -1.77 -1.30 -1.87  -0.65
C -1.02 -0.85 -3.14  -0.61
C -3.15 -1.84 -2.29  -0.62
C -0.94 -2.44 -1.25  -0.62
C -3.04 -0.25 0.95  -0.64
C -4.53 -0.02 0.65  -0.62
C -2.84 -1.71 1.38  -0.61
C -2.64 0.63 2.14  -0.61
H -2.51 3.96 -0.76  0.22
H -1.68 2.95 0.42  0.22
H -3.44 2.82 0.21  0.21
H -1.26 3.33 -2.68  0.22
H -0.75 1.68 -2.98  0.22
H -0.18 2.53 -1.54  0.21
H -3.67 2.90 -2.72  0.23
H -4.39 1.55 -1.82  0.22
H -3.32 1.23 -3.20  0.22
H -1.58 -0.10 -3.70  0.21
H -0.89 -1.71 -3.80  0.23
H -0.03 -0.47 -2.90  0.21
H -3.76 -1.07 -2.76  0.22
H -3.70 -2.24 -1.44  0.21
H -3.02 -2.65 -3.01  0.23
H 0.01 -2.08 -0.87  0.23
H -0.73 -3.19 -2.01  0.22
H -1.47 -2.94 -0.44  0.22
H -4.88 -0.62 -0.20  0.22
H -4.74 1.03 0.44  0.22
H -5.13 -0.31 1.52  0.23
H -3.26 -2.42 0.66  0.22
H -3.35 -1.88 2.33  0.22
H -1.78 -1.95 1.52  0.21
H -2.77 1.69 1.93  0.22
H -1.61 0.47 2.43  0.21
H -3.28 0.38 3.00  0.22

3.
C24H35Cl3N3O11P2V | ωB97M-V with the def2-TZVPD basis set

Summary:
HOMO (spin up / spin down) ... -3.61 / -5.63 eV
F_max ... 0.027 Eh/bohr
ΔE to the lowest compared entry with this formula, charge and spin ... 25.48 kcal/mol
DFT total energy ... -4935.197970 Ha
Spin multiplicity ... 4
HOMO-LUMO gap (spin up / spin down) ... 6.0 / 8.1 eV
Net charge ... -1
LUMO energy (spin up / spin down) ... 2.4 / 2.4 eV

Each line ends with the Mulliken spin population.
Geometry (Å):
V -0.17 -0.39 1.29  1.88
C -0.21 2.33 2.75  0.02
N -1.06 1.12 2.79  -0.06
C -0.99 0.58 4.17  0.02
C -2.45 1.57 2.53  0.01
C -3.50 0.47 2.40  0.02
N -3.64 -0.03 1.06  0.02
C -4.27 -1.34 1.05  0.01
C -4.37 0.89 0.20  0.00
H -0.61 3.07 3.46  0.00
H -0.20 2.74 1.75  0.01
H 0.80 2.06 3.04  0.00
H -1.35 1.35 4.87  0.00
H 0.04 0.33 4.40  0.00
H -1.59 -0.31 4.27  0.00
H -2.43 2.18 1.63  -0.01
H -2.74 2.23 3.36  0.00
H -4.47 0.84 2.78  0.00
H -3.22 -0.37 3.04  0.00
H -5.30 -1.31 1.46  0.00
H -3.68 -2.04 1.64  0.00
H -4.33 -1.71 0.03  0.00
H -5.38 1.10 0.60  0.00
H -4.46 0.47 -0.80  0.00
H -3.84 1.84 0.11  0.00
N 2.62 -3.33 1.73  0.00
C 1.86 -2.81 2.91  0.00
C 2.29 -3.57 4.17  0.00
P 2.35 -1.02 3.16  0.00
O 3.71 -0.91 2.31  0.00
O 2.58 -0.75 4.59  0.00
O 1.38 -0.08 2.43  0.03
P 0.04 -3.18 2.60  0.01
O 0.03 -3.69 1.07  0.01
O -0.39 -4.25 3.51  0.00
O -0.73 -1.85 2.58  0.03
H 3.61 -3.26 1.95  0.00
H 2.32 -2.89 0.27  -0.01
H 2.41 -4.32 1.63  0.00
H 3.36 -3.41 4.35  0.00
H 2.09 -4.63 4.05  0.00
H 1.75 -3.22 5.05  0.00
H 3.48 -0.66 1.40  0.00
H -0.36 -3.03 0.47  0.00
Cl -2.32 2.10 -5.28  0.00
C -1.70 1.80 -3.67  -0.08
C -1.29 2.89 -2.91  0.19
C -0.78 2.63 -1.64  -0.05
Cl -0.23 3.99 -0.70  0.00
C -0.65 1.35 -1.09  0.10
O -0.11 1.17 0.08  0.01
C -1.11 0.26 -1.91  0.08
C -1.09 -1.06 -1.43  0.50
O -0.85 -1.36 -0.17  0.15
C -1.62 0.52 -3.20  0.13
H -1.34 3.90 -3.28  0.01
H -1.33 -1.89 -2.08  -0.05
H -1.96 -0.31 -3.81  -0.01
C 1.02 0.39 -5.70  0.00
C 1.62 1.31 -4.68  0.02
C 1.77 2.66 -4.92  0.00
C 2.34 3.49 -3.97  0.01
Cl 2.50 5.20 -4.30  0.00
C 2.77 2.99 -2.75  0.00
C 2.61 1.64 -2.49  0.00
C 2.05 0.81 -3.45  -0.01
O 1.86 -0.54 -3.25  0.00
C 2.83 -1.27 -2.54  0.00
C 2.49 -1.50 -1.07  0.02
O 2.42 -2.77 -0.76  0.00
O 2.33 -0.59 -0.28  0.02
H 0.62 0.95 -6.54  0.00
H 0.22 -0.21 -5.27  0.00
H 1.77 -0.31 -6.08  0.00
H 1.43 3.08 -5.86  0.00
H 3.18 3.65 -2.01  0.00
H 2.87 1.24 -1.51  0.00
H 3.80 -0.77 -2.58  0.00
H 2.91 -2.24 -3.03  0.00